No. 1
Here is C48H50N6O5STi as an isolated structure at a distorted geometry from the OMol25 dataset. Energies are from ωB97M-V/def2-TZVPD.

Its multiplicity is 3. Its expectation value of S² is 2.034. Its charge is -2. For the largest force on an atom, the calculation gives 0.0392 Eh/bohr. The calculation puts the gap between HOMO and LUMO (alpha / beta) at 3.798 / 6.410 eV. The value obtained for the electronic energy is -3811.72920 a.u. The HOMO energy (alpha / beta) is 0.010 / -0.086 Eh. The LUMO energy (alpha / beta) is 4.07 / 4.07 eV. The energy above the lowest of the compared OMol25 structures with the same formula, charge and spin is 0.000 eV.

Atoms and positions in Å:
Ti (-6.36, -16.01, 11.65)
O (-5.22, -20.83, 14.00)
C (-5.34, -20.10, 15.10)
C (-5.16, -20.67, 16.38)
C (-5.21, -19.92, 17.54)
C (-5.39, -18.57, 17.43)
C (-5.61, -17.97, 16.22)
C (-5.65, -18.70, 15.03)
C (-5.92, -18.02, 13.73)
O (-6.06, -16.73, 13.62)
N (-6.03, -18.80, 12.69)
N (-6.25, -18.12, 11.47)
C (-6.01, -18.88, 10.41)
C (-6.05, -18.35, 9.05)
C (-6.04, -19.28, 7.98)
C (-6.15, -18.89, 6.67)
C (-6.11, -17.56, 6.32)
C (-6.08, -16.60, 7.31)
C (-6.08, -16.94, 8.70)
O (-5.94, -15.94, 9.57)
H (-5.51, -20.18, 13.28)
H (-4.97, -21.74, 16.37)
H (-4.99, -20.46, 18.44)
H (-5.36, -17.97, 18.33)
H (-5.81, -16.91, 16.11)
H (-5.82, -19.92, 10.59)
H (-6.08, -20.36, 8.23)
H (-6.16, -19.61, 5.86)
H (-6.32, -17.28, 5.29)
H (-6.07, -15.56, 7.06)
C (-8.33, -14.12, 9.36)
C (-9.38, -15.06, 8.78)
C (-10.77, -14.44, 9.01)
C (-9.42, -16.59, 9.06)
C (-9.86, -17.41, 8.03)
C (-10.17, -18.76, 8.23)
C (-10.06, -19.29, 9.50)
C (-9.52, -18.55, 10.56)
C (-9.49, -19.31, 11.88)
C (-9.28, -18.53, 13.18)
C (-8.55, -20.51, 11.83)
C (-9.18, -17.22, 10.34)
N (-8.63, -16.35, 11.35)
C (-9.53, -15.68, 12.06)
O (-10.75, -15.87, 12.11)
C (-8.92, -14.56, 12.89)
C (-9.70, -13.69, 13.66)
C (-9.16, -12.54, 14.20)
C (-7.83, -12.31, 13.95)
C (-7.07, -13.20, 13.15)
N (-7.62, -14.28, 12.63)
C (-5.65, -12.88, 12.71)
O (-5.17, -11.76, 12.89)
N (-5.04, -13.91, 12.12)
C (-3.66, -13.69, 11.83)
C (-2.73, -13.49, 12.85)
C (-1.39, -13.25, 12.56)
C (-0.94, -13.26, 11.26)
C (-1.88, -13.37, 10.23)
C (-3.21, -13.51, 10.50)
C (-4.24, -13.42, 9.42)
C (-4.72, -11.94, 9.38)
C (-3.77, -13.87, 8.05)
C (-3.14, -13.50, 14.32)
C (-3.02, -12.13, 14.97)
C (-2.20, -14.45, 15.10)
H (-8.30, -13.19, 8.78)
H (-7.31, -14.49, 9.29)
H (-8.51, -13.91, 10.42)
H (-9.21, -15.02, 7.68)
H (-11.02, -14.45, 10.06)
H (-11.55, -14.98, 8.41)
H (-10.74, -13.40, 8.70)
H (-9.97, -16.96, 7.06)
H (-10.52, -19.32, 7.36)
H (-10.30, -20.32, 9.65)
H (-10.47, -19.75, 11.99)
H (-8.30, -18.07, 13.22)
H (-9.40, -19.21, 14.03)
H (-10.07, -17.78, 13.28)
H (-8.60, -21.07, 10.91)
H (-7.52, -20.24, 12.01)
H (-8.74, -21.24, 12.62)
H (-10.75, -13.93, 13.74)
H (-9.78, -11.83, 14.75)
H (-7.32, -11.41, 14.27)
H (-0.73, -13.11, 13.39)
H (0.10, -13.10, 11.00)
H (-1.51, -13.25, 9.23)
H (-5.06, -14.06, 9.72)
H (-3.89, -11.31, 9.02)
H (-5.04, -11.55, 10.34)
H (-5.56, -11.89, 8.68)
H (-3.03, -13.19, 7.68)
H (-4.61, -13.87, 7.35)
H (-3.37, -14.87, 8.10)
H (-4.16, -13.87, 14.42)
H (-2.01, -11.76, 14.83)
H (-3.12, -12.17, 16.06)
H (-3.80, -11.49, 14.56)
H (-1.13, -14.27, 14.85)
H (-2.33, -15.51, 14.79)
H (-2.28, -14.33, 16.20)
S (-1.86, -17.66, 12.56)
C (-2.06, -17.56, 10.90)
C (-3.25, -16.99, 10.59)
N (-4.00, -16.67, 11.69)
C (-3.37, -16.96, 12.81)
H (-1.27, -17.84, 10.25)
H (-3.62, -16.82, 9.64)
H (-3.70, -16.65, 13.82)


No. 2
Here is C34H30F6MnN3O3P2S2 as an isolated structure at a distorted geometry from the OMol25 dataset. Energies are from ωB97M-V/def2-TZVPD.

Its multiplicity is 5. Its expectation value of S² is 6.195. Its charge is -2. For the largest force on an atom, the calculation gives 0.0249 Eh/bohr. The calculation puts the gap between HOMO and LUMO (alpha / beta) at 4.495 / 6.779 eV. The value obtained for the electronic energy is -4933.12865 a.u. The HOMO energy (alpha / beta) is -0.009 / -0.093 Eh. The LUMO energy (alpha / beta) is 4.24 / 4.24 eV. The energy above the lowest of the compared OMol25 structures with the same formula, charge and spin is 0.000 eV.

Atoms and positions in Å:
Mn (-0.54, 0.91, 0.20)
S (-0.69, 0.53, 2.42)
C (0.14, 1.61, 3.53)
C (0.13, 1.21, 4.88)
C (0.79, 1.92, 5.86)
C (1.50, 3.07, 5.52)
C (1.48, 3.50, 4.21)
C (0.80, 2.80, 3.21)
S (0.95, 3.58, 1.63)
H (-0.41, 0.31, 5.12)
H (0.77, 1.57, 6.89)
H (2.04, 3.63, 6.28)
H (2.00, 4.41, 3.92)
O (4.15, 0.95, -5.67)
N (2.91, 0.96, -5.41)
O (2.06, 0.99, -6.35)
C (2.50, 0.94, -4.09)
C (3.49, 0.87, -3.10)
C (3.21, 0.82, -1.73)
C (4.17, 0.73, -0.71)
C (3.74, 0.64, 0.63)
C (2.40, 0.66, 0.93)
N (1.43, 0.76, -0.01)
C (1.84, 0.84, -1.33)
C (0.83, 0.94, -2.29)
N (-0.45, 1.00, -1.78)
C (-1.47, 1.15, -2.63)
C (-1.29, 1.23, -3.99)
C (0.00, 1.14, -4.54)
C (1.10, 1.01, -3.70)
H (4.52, 0.84, -3.43)
H (5.22, 0.72, -0.96)
H (4.45, 0.53, 1.43)
H (2.07, 0.57, 1.95)
H (-2.46, 1.21, -2.20)
H (-2.15, 1.35, -4.63)
H (0.14, 1.19, -5.60)
C (-1.58, -2.06, -1.80)
P (-0.78, -1.77, -0.17)
C (0.60, -2.98, -0.40)
C (0.40, -4.36, -0.36)
C (1.43, -5.23, -0.70)
C (2.67, -4.73, -1.08)
C (2.88, -3.36, -1.10)
C (1.86, -2.50, -0.76)
C (-1.84, -2.74, 0.96)
C (-1.33, -3.08, 2.21)
C (-2.09, -3.79, 3.12)
C (-3.39, -4.17, 2.80)
C (-3.92, -3.80, 1.57)
C (-3.15, -3.09, 0.66)
H (-1.79, -3.13, -1.94)
H (-0.88, -1.73, -2.57)
H (-2.50, -1.49, -1.89)
H (-0.56, -4.76, -0.07)
H (1.26, -6.30, -0.67)
H (3.46, -5.41, -1.36)
H (3.84, -2.96, -1.40)
H (2.03, -1.43, -0.77)
H (-0.32, -2.77, 2.46)
H (-1.67, -4.05, 4.08)
H (-3.99, -4.72, 3.51)
H (-4.94, -4.06, 1.32)
H (-3.60, -2.79, -0.29)
F (-2.67, 0.85, 0.12)
P (-4.35, 0.72, 0.17)
F (-5.95, 0.57, 0.17)
F (-4.39, 1.80, 1.35)
F (-4.41, 1.90, -0.92)
F (-4.19, -0.47, 1.23)
F (-4.23, -0.36, -1.04)
C (1.05, 3.97, -1.22)
O (-0.24, 3.63, -0.74)
C (-0.40, 2.96, 0.51)
C (-1.72, 3.50, 1.07)
H (0.96, 4.05, -2.30)
H (1.80, 3.21, -0.99)
H (1.37, 4.93, -0.81)
H (-1.64, 4.58, 1.17)
H (-1.95, 3.05, 2.03)
H (-2.53, 3.28, 0.37)


No. 3
Here is an isolated ion of composition C5H5N2O3S and charge +1 at a distorted geometry from the OMol25 dataset. Energies are from ωB97M-V/def2-TZVPD.

Its multiplicity is 1. Its charge is +1. For the largest force on an atom, the calculation gives 0.0680 Eh/bohr. The calculation puts the gap between HOMO and LUMO at 7.327 eV. The value obtained for the electronic energy is -926.47190 a.u. The HOMO energy is -0.525 Eh. The structure (SMILES) is CC1=[N+]=C[C@H]([N+](=O)[O-])C(=S)O1. The LUMO energy is -6.96 eV. The energy above the lowest of the compared OMol25 structures with the same formula, charge and spin is 0.544 eV.

Atoms and positions in Å:
C (0.08, 0.39, 1.56)
C (1.42, -0.85, 0.06)
C (-0.89, -0.49, -0.31)
C (1.42, 0.49, 0.79)
C (-2.14, -0.76, -0.98)
N (-1.01, 0.12, 0.91)
N (1.19, 1.50, -0.33)
O (1.98, 2.40, -0.31)
O (0.27, 1.31, -1.09)
O (0.21, -1.20, -0.62)
S (2.77, -1.72, -0.11)
H (0.15, 0.56, 2.73)
H (2.34, 0.84, 1.22)
H (-2.05, -1.75, -1.54)
H (-2.67, -0.04, -1.69)
H (-3.07, -0.79, -0.28)


Question: Which of these has the lowest largest force on an atom?
Answer: C34H30F6MnN3O3P2S2